Here is a structure of composition C20H16AlF9N6O7 in a non-equilibrium geometry from OMol25. Energies are from ωB97M-V/def2-TZVPD.

Calculated values
orbital gap	9.4464	eV

Positions of all 59 atoms, in Å:
1 Al 0.36304 -0.17002 0.00485
2 C 0.10378 2.18129 2.88996
3 C -0.30022 0.77032 2.89797
4 N -0.23941 -0.02451 1.84560
5 C -0.68821 -1.27525 2.19947
6 C -0.97900 -1.30682 3.53819
7 N -0.73495 -0.01038 3.96529
8 C -1.46769 -2.28419 4.56382
9 O -1.78664 -3.50275 4.07641
10 O -1.55668 -1.95263 5.73294
11 C -0.59062 -2.38527 1.18741
12 O -1.04757 -3.47041 1.44863
13 O 0.05218 -1.98455 0.15408
14 H 0.42485 2.27051 1.87183
15 H 0.94974 2.43586 3.57470
16 H -0.70547 2.87985 3.00969
17 H -0.82121 0.20643 4.93727
18 H -1.53163 -3.57756 3.08633
19 N -0.15976 -0.72506 -6.12008
20 C 0.05129 -0.61456 -4.80055
21 C -0.43237 -1.57090 -3.89287
22 C -0.24875 -1.45251 -2.56105
23 N 0.47371 -0.45413 -2.01597
24 C 1.01252 0.47862 -2.82009
25 C 0.75938 0.48355 -4.17570
26 H -0.40314 -1.59111 -6.49263
27 H 0.13079 0.07600 -6.74611
28 H -0.99287 -2.40359 -4.25142
29 H -0.71984 -2.08649 -1.83101
30 H 1.65603 1.22147 -2.40755
31 H 1.11078 1.27240 -4.78044
32 F 3.02199 1.98815 1.09246
33 C 3.95213 1.06302 0.87894
34 F 4.94779 1.30474 1.71183
35 F 4.39073 1.20778 -0.39464
36 C 3.32583 -0.29891 1.02903
37 O 2.14249 -0.26339 0.40278
38 C 4.21554 -1.41231 0.39293
39 F 4.14943 -1.23640 -0.95006
40 F 3.66960 -2.59995 0.68550
41 F 5.45251 -1.37185 0.86267
42 C 3.10765 -0.66735 2.57673
43 F 4.26892 -1.08598 3.13359
44 F 2.60377 0.37777 3.27965
45 F 2.26648 -1.68922 2.65476
46 C -5.03839 1.29538 -1.64097
47 N -3.61734 1.47696 -1.19245
48 C -3.06454 2.69067 -1.13382
49 C -1.74712 2.92622 -0.82448
50 C -0.93752 1.80623 -0.57748
51 O 0.29243 1.77406 -0.25899
52 N -1.51314 0.59490 -0.52278
53 C -2.82887 0.32461 -0.92621
54 O -3.27105 -0.81070 -1.00094
55 H -5.10585 0.70372 -2.53033
56 H -5.49805 2.26207 -1.74899
57 H -5.64061 0.78205 -0.90858
58 H -3.79440 3.49380 -1.36134
59 H -1.43246 3.93029 -0.81775